Here is an isolated ion of composition C2HCl2FN and charge +1 from the Open Molecules 2025 dataset. Energies are from the ωB97M-V functional and the def2-TZVPD basis.

Each line ends with the natural charge from an NBO analysis.
Geometry (Å):
C 0.217 -0.320 0.202  -0.219
C -0.376 -1.400 3.162  0.622
N -1.265 -1.279 2.256  -0.620
F 0.903 -1.287 2.935  -0.228
Cl -0.892 -1.959 4.606  0.253
Cl -1.192 -0.907 0.695  0.913
H 0.334 -0.057 -0.979  0.278

Total energy, eV: -31327.30613
ΔE to the lowest compared entry with this formula, charge and spin, kJ/mol: 559.7
Highest occupied orbital energy, eV: -15.813
Net charge: +1

***

Here is a 2-piece molecular cluster, C2HCl2FNO2 overall from the Open Molecules 2025 dataset. Energies are from the ωB97M-V functional and the def2-TZVPD basis.

Each line ends with the natural charge from an NBO analysis.
Geometry (Å):
C 0.163 1.655 -1.412  0.773
C 0.006 -1.063 1.085  0.059
N -0.662 1.109 -0.625  -0.452
O -0.573 0.788 -2.156  -0.515
O 1.219 2.304 -1.469  -0.724
F 1.116 -0.719 1.814  -0.346
Cl 0.370 -2.340 -0.008  -0.019
Cl -1.213 -1.589 2.200  -0.065
H -0.426 -0.144 0.570  0.288

Total energy, eV: -35436.44219
ΔE to the lowest compared entry with this formula, charge and spin, kJ/mol: 281.3
Highest occupied orbital energy, eV: -3.829
Net charge: -1

***

Here is a 2-piece molecular cluster, C2HCl2NO overall from the Open Molecules 2025 dataset. Energies are from the ωB97M-V functional and the def2-TZVPD basis.

Each line ends with the natural charge from an NBO analysis.
Geometry (Å):
N -4.084 -2.785 0.550  -0.169
C -4.249 -1.734 0.158  0.139
C -3.982 -0.454 -0.419  0.432
O -3.419 -0.184 -1.464  -0.420
Cl -4.386 0.856 0.672  0.018
Cl 0.157 1.688 0.454  -0.276
H 0.534 1.133 -0.668  0.276

Structure (SMILES): N#CC(=O)Cl.Cl
Total energy, eV: -30671.48067
ΔE to the lowest compared entry with this formula, charge and spin, kJ/mol: 49.8
Highest occupied orbital energy, eV: -11.867

***

Here is a 2-piece molecular cluster, C2HCl2NO overall from the Open Molecules 2025 dataset. Energies are from the ωB97M-V functional and the def2-TZVPD basis.

Each line ends with the natural charge from an NBO analysis.
Geometry (Å):
C 0.027 1.180 0.701  0.213
C 1.622 1.569 2.437  0.449
N 0.228 0.108 0.166  -0.648
O 1.347 1.313 3.551  -0.487
Cl -1.045 2.470 0.591  0.054
Cl 3.020 2.237 1.790  0.039
H -0.313 -0.282 -0.600  0.379

Total energy, eV: -30669.31133
ΔE to the lowest compared entry with this formula, charge and spin, kJ/mol: 259.1
Highest occupied orbital energy, eV: -8.535

***

Here is one molecule with the formula C2HCl2NO2 from the Open Molecules 2025 dataset. Energies are from the ωB97M-V functional and the def2-TZVPD basis.

Each line ends with the natural charge from an NBO analysis.
Geometry (Å):
O 0.855 -0.348 1.861  -0.375
N -0.285 -0.016 2.090  0.493
O -0.802 -0.074 3.170  -0.332
C -1.090 0.396 0.963  0.027
Cl -2.747 0.975 1.432  0.039
C -0.667 0.236 -0.300  -0.173
Cl -1.667 0.751 -1.574  0.074
H 0.251 -0.061 -0.598  0.246

Structure (SMILES): O=[N+]([O-])/C(Cl)=C/Cl
Total energy, eV: -32716.09975
ΔE to the lowest compared entry with this formula, charge and spin, kJ/mol: 54.2
Highest occupied orbital energy, eV: -10.614

***

Here is a 2-piece molecular cluster, C2HCl2NS overall from the Open Molecules 2025 dataset. Energies are from the ωB97M-V functional and the def2-TZVPD basis.

Each line ends with the natural charge from an NBO analysis.
Geometry (Å):
N -1.384 -1.943 -1.140  -0.194
C -1.110 -1.017 -0.477  0.154
C -0.986 0.149 0.243  -0.267
S -0.342 1.497 -0.524  0.208
Cl -1.356 0.063 1.968  0.085
Cl 2.838 1.165 0.244  -0.263
H 2.340 0.086 -0.314  0.277

Structure (SMILES): N#CC(=S)Cl.Cl
Total energy, eV: -39458.77432
ΔE to the lowest compared entry with this formula, charge and spin, kJ/mol: 65.4
Highest occupied orbital energy, eV: -10.210

***

Here is one molecule with the formula C2HCl3FN from the Open Molecules 2025 dataset. Energies are from the ωB97M-V functional and the def2-TZVPD basis.

Each line ends with the natural charge from an NBO analysis.
Geometry (Å):
F -2.614 0.613 0.546  -0.202
N -1.402 0.296 0.951  0.087
C -0.441 0.013 -0.321  0.044
Cl -1.007 -0.296 -1.885  0.106
C 0.964 -0.212 -0.034  -0.308
Cl 1.785 1.339 0.154  0.009
Cl 1.289 -1.136 1.441  0.028
H 1.426 -0.618 -0.852  0.236

Structure (SMILES): F/N=C(\Cl)C(Cl)Cl
Total energy, eV: -43860.35702
ΔE to the lowest compared entry with this formula, charge and spin, kJ/mol: 369.7
Highest occupied orbital energy (alpha / beta), eV: -10.473 / -9.587

***

Here is an isolated ion of composition C2HCl3NO2 and charge -1 from the Open Molecules 2025 dataset. Energies are from the ωB97M-V functional and the def2-TZVPD basis.

Each line ends with the natural charge from an NBO analysis.
Geometry (Å):
O 0.370 -2.528 -0.818  -0.669
C 0.750 -1.771 0.039  0.970
O 1.704 -1.349 0.626  -0.688
N -0.522 -0.677 0.608  -0.834
C -1.706 -0.374 0.132  0.247
Cl -2.965 -0.251 1.600  -0.211
Cl -1.861 1.423 -0.576  -0.222
Cl -2.376 -1.441 -1.130  0.008
H -0.190 -0.430 1.464  0.399

Structure (SMILES): O=C([O-])NC(Cl)(Cl)Cl
Total energy, eV: -45244.49706
ΔE to the lowest compared entry with this formula, charge and spin, kJ/mol: 0.0
Highest occupied orbital energy, eV: -5.571
Net charge: -1